Entry 1:
{"formula": "C29H36IrN5O3SSe2Te2", "method": "wB97M-V/def2-TZVPD", "elements": ["Ir", "Se", "Te", "Te", "Se", "C", "N", "C", "C", "N", "C", "S", "H", "H", "H", "H", "H", "H", "H", "H", "C", "C", "N", "C", "C", "C", "O", "C", "C", "C", "C", "N", "C", "H", "H", "H", "H", "H", "H", "H", "H", "H", "H", "H", "H", "H", "H", "C", "C", "C", "C", "C", "C", "N", "C", "C", "C", "C", "C", "C", "C", "O", "O", "C", "C", "H", "H", "H", "H", "H", "H", "H", "H", "H", "H", "H", "H", "H", "H"], "xyz": [[0.04193, -0.40149, 0.39794], [0.93748, -0.08179, -1.87301], [3.04314, 1.17349, -1.76542], [2.93928, 2.33330, 0.69248], [0.75605, 1.64301, 1.55652], [-2.11530, 2.30013, -2.01068], [-2.33223, 0.90939, -2.33628], [-2.37189, 0.44475, -3.72226], [-2.31300, -1.08344, -3.57215], [-2.61754, -1.24958, -2.15075], [-2.46086, -0.09543, -1.48120], [-2.42828, 0.02824, 0.22536], [-1.15189, 2.62127, -2.41078], [-2.10896, 2.41087, -0.93011], [-2.90936, 2.91357, -2.43859], [-1.52144, 0.84476, -4.27409], [-3.29335, 0.78250, -4.20138], [-1.31818, -1.47295, -3.79804], [-3.04473, -1.59134, -4.19531], [-2.48301, -2.11993, -1.66295], [4.18835, -2.89144, -0.69648], [3.55066, -4.16292, -0.15637], [3.05604, -5.05686, -1.20152], [4.05678, -5.73931, -2.02564], [4.05050, -5.25130, -3.46594], [1.77576, -5.48520, -1.32564], [1.45583, -6.42466, -2.03755], [0.68920, -4.73393, -0.60592], [-0.35341, -5.43709, -0.01865], [-1.37685, -4.73352, 0.59523], [-1.33717, -3.34974, 0.58288], [-0.36158, -2.67030, -0.02619], [0.62897, -3.35306, -0.60098], [4.51088, -2.26065, 0.13225], [3.48308, -2.31496, -1.29754], [5.05661, -3.11603, -1.31816], [2.73823, -3.91117, 0.52141], [4.28853, -4.71933, 0.43071], [3.85678, -6.81023, -1.99332], [5.02783, -5.56165, -1.56221], [3.08070, -5.44241, -3.92378], [4.80942, -5.77822, -4.04500], [4.25997, -4.18200, -3.51847], [-0.35007, -6.51868, -0.05495], [-2.19461, -5.24471, 1.08322], [-2.09840, -2.74989, 1.06580], [1.40159, -2.75833, -1.06900], [-2.83331, 3.26723, 5.46354], [-1.53366, 2.57287, 5.76892], [-0.62642, 3.17504, 6.64516], [0.61228, 2.60382, 6.94930], [0.96312, 1.40332, 6.39782], [0.05030, 0.75374, 5.52855], [0.34636, -0.41236, 4.92775], [1.43818, -1.26659, 5.10564], [2.01017, -1.50498, 6.35531], [3.07922, -2.37708, 6.45610], [3.58314, -3.00192, 5.32236], [3.00332, -2.77241, 4.08238], [1.91478, -1.92762, 3.95877], [1.28697, -1.69452, 2.60529], [1.99619, -1.73836, 1.59529], [0.03689, -1.42394, 2.59122], [-1.20808, 1.35067, 5.19647], [-2.12602, 0.64158, 4.24564], [-2.89229, 4.21648, 5.99145], [-3.68938, 2.66257, 5.76614], [-2.93154, 3.46940, 4.39620], [-0.88763, 4.12852, 7.08673], [1.30114, 3.12479, 7.59955], [1.94129, 0.97999, 6.56779], [-0.17678, -0.68794, 4.06977], [1.58858, -1.04868, 7.24018], [3.51451, -2.57737, 7.42554], [4.42397, -3.67671, 5.40797], [3.38950, -3.24536, 3.18869], [-2.31867, -0.38500, 4.56339], [-1.68774, 0.59438, 3.24286], [-3.08171, 1.14786, 4.16054]], "forces_ev_per_angstrom": [[-0.077, -0.077, 0.017], [0.072, 0.055, -0.054], [-0.043, 0.021, 0.052], [-0.016, -0.030, -0.051], [0.044, 0.034, 0.006], [-0.004, -0.005, -0.003], [-0.003, 0.001, 0.007], [0.003, -0.001, -0.003], [-0.004, 0.007, 0.001], [0.015, -0.022, 0.007], [0.005, -0.010, -0.021], [-0.005, 0.015, 0.020], [-0.002, 0.000, 0.000], [0.001, 0.002, 0.002], [0.003, 0.004, 0.001], [-0.001, -0.006, -0.003], [-0.001, -0.003, 0.002], [0.000, 0.003, -0.002], [0.000, -0.001, -0.001], [-0.014, 0.019, -0.001], [0.006, -0.019, -0.006], [-0.003, -0.014, 0.012], [-0.021, 0.009, 0.044], [-0.003, 0.011, -0.003], [0.002, -0.010, -0.008], [0.008, 0.065, -0.083], [0.004, -0.024, 0.017], [-0.008, -0.055, 0.040], [-0.004, -0.007, -0.006], [0.001, 0.006, 0.002], [-0.002, 0.019, -0.015], [0.037, -0.023, 0.019], [0.003, 0.034, -0.014], [0.000, 0.000, 0.003], [-0.014, 0.002, -0.002], [-0.005, 0.002, 0.002], [0.024, 0.002, -0.016], [0.006, -0.004, 0.011], [0.005, -0.008, -0.002], [-0.001, -0.006, -0.003], [0.008, -0.001, 0.005], [-0.002, 0.001, -0.003], [0.001, 0.002, 0.003], [0.004, -0.003, 0.007], [-0.005, 0.002, -0.003], [-0.004, 0.000, 0.002], [-0.006, 0.003, -0.008], [-0.003, -0.004, -0.006], [-0.009, -0.025, -0.014], [-0.002, 0.020, 0.014], [0.011, -0.015, 0.001], [-0.002, 0.034, 0.010], [-0.004, -0.011, 0.012], [0.042, -0.017, 0.007], [-0.035, 0.027, -0.016], [0.022, -0.036, 0.008], [-0.014, 0.019, 0.020], [0.020, -0.013, -0.001], [-0.005, 0.013, -0.031], [-0.026, -0.006, 0.004], [0.042, 0.002, 0.088], [-0.020, -0.009, -0.042], [-0.028, 0.009, 0.003], [0.020, 0.025, 0.026], [-0.005, 0.005, -0.025], [-0.002, 0.001, -0.001], [0.001, 0.000, 0.000], [-0.002, 0.001, 0.002], [0.003, -0.001, -0.001], [-0.003, 0.004, 0.000], [-0.015, 0.022, -0.017], [0.001, -0.005, -0.027], [0.008, -0.029, -0.003], [-0.002, -0.002, 0.000], [-0.002, -0.001, 0.000], [0.000, 0.006, 0.017], [0.000, 0.001, 0.002], [0.002, -0.009, -0.002], [0.002, 0.003, -0.002]], "max_force_ev_per_a": 0.1, "relative_energy_kcal_mol": 0.0, "spin_multiplicity": 6, "s_squared": 8.817, "total_charge": 1}

---

Entry 2:
{"formula": "C11H10Cl2FNO3", "method": "wB97M-V/def2-TZVPD", "elements": ["C", "C", "F", "C", "O", "C", "C", "O", "C", "O", "H", "H", "H", "H", "H", "H", "H", "Cl", "C", "C", "C", "C", "C", "Cl", "N", "H", "H", "H"], "xyz": [[0.08964, -0.37070, -2.28521], [-0.49925, -1.62519, -1.60287], [-1.26002, -1.16297, -0.55384], [-1.39479, -2.77365, -2.19425], [-1.59234, -2.96616, -3.37458], [-1.76174, -3.63339, -0.99016], [-0.51373, -4.43521, -0.72564], [0.69056, -3.61259, -0.52542], [0.77419, -2.48029, -1.25838], [1.85417, -2.06515, -1.68016], [0.77122, 0.15343, -1.56527], [0.64762, -0.56225, -3.21702], [-0.72029, 0.32778, -2.54529], [-2.01676, -3.01992, -0.11885], [-2.69594, -4.16695, -1.17136], [-0.62512, -4.99007, 0.20980], [-0.27495, -5.00143, -1.63648], [-1.59235, 1.74020, 2.43462], [-0.22958, 2.83237, 2.39423], [-0.37634, 4.14563, 2.90191], [0.70339, 5.05521, 2.77550], [1.84695, 4.60219, 2.09521], [1.88447, 3.28943, 1.60690], [3.20783, 2.76599, 0.61517], [0.90305, 2.40878, 1.82183], [-1.30426, 4.34611, 3.43686], [0.70198, 6.06342, 3.22390], [2.78239, 5.13537, 1.92885]], "forces_ev_per_angstrom": [[-0.638, 0.498, -0.530], [1.009, -0.241, -1.115], [0.373, 0.295, 0.945], [0.017, 1.559, -0.939], [0.053, -0.164, 1.447], [-0.968, 0.746, -0.254], [0.555, -0.083, 0.001], [-0.941, 0.404, -0.425], [2.612, 1.407, -0.055], [-2.134, -1.626, 1.273], [-0.673, -0.691, -0.596], [-0.277, -0.201, 0.600], [0.077, -0.301, 0.180], [0.352, -0.029, -0.305], [0.510, -0.718, -0.322], [0.254, -0.296, -0.516], [-0.175, -0.535, 0.638], [0.544, 0.212, 0.128], [1.334, 1.202, -0.195], [0.370, -0.386, 0.016], [0.118, -1.053, -0.069], [0.319, -0.455, -0.154], [-1.575, -0.028, 0.765], [-0.073, -0.003, 0.317], [-0.554, 0.331, -0.448], [0.318, 0.358, -0.243], [-0.236, -0.699, -0.358], [-0.573, 0.497, 0.215]], "max_force_ev_per_a": 3.0, "relative_energy_kcal_mol": 10.3, "smiles": "C[C@@]1(F)C(=O)CCOC1=O.Clc1cccc(Cl)n1"}

---

Entry 3:
{"formula": "C15H37NO13P2", "method": "wB97M-V/def2-TZVPD", "elements": ["C", "O", "C", "C", "C", "C", "O", "C", "O", "O", "C", "C", "O", "C", "N", "H", "H", "H", "H", "H", "H", "H", "H", "H", "H", "H", "H", "H", "H", "H", "H", "H", "H", "H", "C", "O", "P", "O", "O", "C", "O", "C", "H", "H", "H", "H", "H", "H", "H", "H", "H", "C", "O", "P", "O", "O", "C", "O", "C", "H", "H", "H", "H", "H", "H", "H", "H", "H"], "xyz": [[-2.71041, 0.05131, 4.43275], [-3.21097, -1.17039, 3.93533], [-2.50101, -2.34861, 4.25126], [-2.17619, -3.19166, 2.99834], [-2.17707, -2.39991, 1.68160], [-1.02132, -2.81529, 0.78835], [-0.89170, -1.94447, -0.35505], [-0.59070, -0.66730, -0.10957], [-1.00581, 0.23858, -0.76451], [0.31213, -0.54238, 0.89022], [0.18430, 0.59769, 1.75359], [1.55351, 1.17359, 2.13537], [1.45123, 2.58046, 2.31813], [2.62320, 0.94172, 1.07180], [3.33142, -0.33113, 1.15711], [-1.77415, -0.08587, 4.98218], [-2.53412, 0.74367, 3.60453], [-3.44119, 0.50914, 5.10283], [-1.58250, -2.11898, 4.80136], [-3.12344, -2.94857, 4.92218], [-2.88305, -4.01733, 2.92817], [-1.18395, -3.62911, 3.14063], [-3.09847, -2.60696, 1.13554], [-2.17554, -1.32407, 1.86820], [-0.07572, -2.88315, 1.32653], [-1.22430, -3.79439, 0.35656], [-0.39094, 1.37942, 1.25745], [-0.35665, 0.26389, 2.64296], [1.88133, 0.72685, 3.08391], [0.65232, 2.79896, 2.81038], [3.34188, 1.75720, 1.15904], [2.17278, 1.01555, 0.08049], [3.61930, -0.51362, 2.11230], [2.71423, -1.08987, 0.89340], [-1.61750, 3.28508, -0.36240], [-0.42552, 4.00518, -0.00531], [-0.60322, 5.43366, 0.64104], [-1.48474, 5.53863, 1.80144], [-1.08642, 6.39338, -0.53316], [-0.45536, 6.31540, -1.81691], [0.92582, 5.76980, 0.87104], [1.22888, 6.99552, 1.55158], [-1.36160, 2.62391, -1.18285], [-1.94976, 2.69411, 0.48896], [-2.42316, 3.95829, -0.66014], [-1.03376, 5.66044, -2.46783], [0.56499, 5.94072, -1.73859], [-0.44227, 7.31993, -2.23286], [0.80475, 7.84815, 1.01911], [2.31146, 7.07952, 1.57028], [0.83898, 6.96748, 2.56782], [-0.51315, -4.58465, -6.07674], [0.77774, -4.03960, -5.76490], [1.54869, -4.66592, -4.53245], [1.70120, -6.11721, -4.50327], [0.79678, -4.14384, -3.23395], [0.40423, -2.76565, -3.13572], [2.87344, -3.80625, -4.64482], [3.93099, -4.11595, -3.72568], [-1.10108, -3.78176, -6.51379], [-0.40124, -5.39720, -6.79155], [-1.01447, -4.95823, -5.18284], [-0.63428, -2.65971, -3.44725], [1.03612, -2.12616, -3.75193], [0.49109, -2.47706, -2.09444], [3.58696, -4.01613, -2.69520], [4.72517, -3.39982, -3.91443], [4.29182, -5.12906, -3.89564]], "forces_ev_per_angstrom": [[-0.034, 0.041, 0.075], [0.008, 0.012, -0.099], [-0.100, -0.215, 0.099], [0.045, 0.239, -0.034], [-0.076, -0.190, -0.107], [0.050, -0.305, 0.000], [-0.191, 0.075, 0.155], [0.425, -0.033, 0.128], [-0.179, 0.182, -0.155], [-0.346, -0.329, 0.312], [0.066, 0.236, -0.034], [-0.057, 0.112, 0.120], [-0.073, -0.032, -0.030], [0.110, -0.065, -0.031], [-0.179, -0.080, 0.016], [-0.013, 0.002, -0.015], [-0.008, -0.021, -0.019], [0.019, -0.021, 0.029], [0.004, 0.155, -0.111], [0.065, 0.000, 0.052], [0.039, -0.023, -0.030], [-0.067, -0.112, 0.082], [-0.059, 0.193, 0.030], [0.168, -0.039, 0.057], [-0.002, 0.180, 0.013], [0.081, 0.008, -0.066], [0.081, -0.056, -0.154], [-0.028, 0.010, -0.030], [0.096, -0.121, -0.097], [0.018, 0.028, 0.007], [-0.018, 0.013, 0.042], [0.036, 0.087, -0.001], [0.093, 0.039, -0.046], [0.015, 0.021, 0.012], [-0.091, -0.006, -0.032], [-0.016, 0.004, -0.160], [0.049, -0.021, 0.085], [0.005, 0.013, 0.024], [-0.040, -0.047, 0.038], [0.036, 0.039, -0.031], [-0.021, 0.020, -0.062], [0.040, 0.002, 0.045], [0.025, -0.014, 0.040], [-0.061, 0.016, -0.015], [0.043, 0.057, 0.013], [0.008, -0.016, 0.009], [0.003, 0.008, 0.012], [-0.020, -0.002, 0.003], [-0.006, -0.004, 0.001], [-0.002, -0.016, -0.003], [-0.019, 0.006, -0.007], [-0.003, -0.020, -0.041], [-0.065, 0.066, 0.049], [0.071, -0.065, -0.090], [-0.009, -0.001, 0.062], [-0.038, -0.014, -0.005], [0.076, 0.057, -0.060], [-0.031, 0.049, 0.022], [0.048, -0.012, -0.012], [0.016, 0.002, -0.013], [0.005, -0.018, 0.019], [0.002, 0.005, 0.004], [-0.001, -0.005, -0.006], [0.017, -0.026, -0.011], [0.014, -0.043, -0.045], [-0.002, 0.001, -0.001], [-0.008, 0.003, -0.009], [-0.018, -0.007, 0.006]], "max_force_ev_per_a": 0.6, "relative_energy_kcal_mol": 0.0, "smiles": "COCCCCOC(=O)OC[C@H](O)CN.COP(=O)(OC)OC.COP(=O)(OC)OC"}